# 1
Molecular formula: C37H68Cl4F2NO31S2
Method: DFT, ωB97M-V/def2-TZVPD

```
145
Properties=species:S:1:pos:R:3:mulliken_charge:R:1
O -21.974 -8.524 1.460 -0.47
C -11.465 -16.263 2.910 -1.18
O -18.463 -16.726 7.694 -0.59
C -16.520 -9.871 -1.014 0.53
H -10.424 -16.149 3.212 0.39
H -15.378 -14.949 5.462 0.08
H -18.835 -7.755 3.547 -0.30
H -25.679 -8.117 10.659 0.37
H -20.480 -4.249 1.106 -0.22
C -14.682 -11.522 -0.775 0.86
H -14.965 -8.749 4.320 0.32
O -16.361 -12.085 9.483 -0.66
H -20.192 -13.922 8.442 0.03
H -20.089 -8.412 7.019 -0.06
C -22.269 -7.465 2.060 0.85
C -24.910 -7.559 10.125 -1.23
C -16.092 -14.408 12.346 -1.27
H -23.449 -12.872 2.407 -0.56
H -24.292 -13.435 4.694 -0.04
H -21.318 -7.399 6.079 0.39
Cl -25.258 -13.475 1.252 -0.23
O -16.867 -8.684 -1.210 -0.56
O -17.817 -5.879 -0.098 -0.65
O -22.386 -7.510 9.799 -0.42
H -22.119 -9.708 3.169 0.43
C -21.151 -14.479 -0.279 -0.43
H -21.882 -10.627 1.783 -0.09
H -23.298 -8.031 11.499 0.32
C -14.967 -7.733 1.523 0.48
H -15.252 -13.741 12.155 0.30
H -25.158 -6.509 10.284 0.33
O -22.688 -12.096 8.849 -0.35
C -17.684 -15.896 7.328 0.50
H -16.712 -12.970 6.805 0.25
C -17.288 -12.120 10.370 0.84
H -18.974 -9.689 0.033 0.67
H -17.855 -1.375 1.157 0.39
C -22.509 -5.102 1.527 -0.40
H -13.012 -11.212 -2.148 0.35
H -19.006 -9.222 9.902 0.25
N -18.948 -11.460 3.623 0.14
H -19.640 -6.166 3.427 0.43
O -15.788 -8.125 2.520 -0.05
F -20.203 -13.480 2.770 -0.32
O -15.447 -14.071 2.308 -0.48
O -18.202 -11.136 10.548 -0.27
C -23.499 -8.146 10.434 0.19
O -21.529 -12.053 4.246 -0.48
F -18.035 -9.615 4.453 -0.19
C -17.005 -13.943 6.411 0.25
C -17.492 -3.489 1.236 -0.44
H -12.976 -9.416 3.302 0.33
H -21.600 -4.281 -0.194 0.30
H -17.498 -13.757 5.456 -0.36
C -20.534 -12.889 8.519 0.83
C -22.211 -7.731 8.480 0.79
H -11.539 -16.413 1.833 0.31
H -23.511 -14.598 2.256 0.25
Cl -21.359 -12.766 -0.144 -0.13
H -21.834 -3.108 1.079 0.44
C -18.739 -6.731 3.187 -0.55
C -20.046 -14.764 -1.183 -0.24
H -17.341 -13.565 2.191 0.02
O -13.889 -12.808 3.420 -0.62
C -21.542 -4.140 0.885 -0.56
H -13.892 -10.316 2.056 -0.42
H -16.033 -12.442 1.564 -0.24
O -13.484 -14.893 2.648 -0.39
C -17.033 -14.415 11.160 0.17
H -20.516 -9.665 2.267 -0.15
H -19.768 -12.202 8.159 -0.50
C -21.837 -12.546 7.804 0.11
O -21.129 -7.087 8.087 -0.45
H -12.837 -12.593 -1.069 0.36
H -23.514 -9.212 10.208 0.03
C -13.823 -9.384 2.616 0.32
H -22.072 -14.835 -0.741 0.40
H -20.379 -14.434 -2.167 0.38
O -22.523 -7.303 3.270 -0.67
H -12.031 -17.041 3.423 0.31
H -11.439 -14.112 2.463 0.33
H -11.881 -14.541 4.086 0.28
Cl -19.623 -16.475 -1.268 -0.23
H -17.938 -15.008 11.286 0.26
H -22.252 -13.403 7.274 0.19
O -22.909 -8.461 7.772 -0.60
O -20.236 -9.781 5.025 -0.10
H -19.243 -2.240 1.783 0.21
O -17.610 -13.093 11.269 -0.34
H -19.749 -6.722 6.733 0.18
H -21.087 -15.034 0.657 0.27
O -15.251 -10.292 -1.293 -0.37
H -16.547 -14.690 10.224 0.09
H -23.461 -4.972 1.011 0.31
C -13.542 -12.054 -1.703 -1.39
H -16.412 -3.481 1.386 0.43
H -17.933 -6.220 3.715 0.51
H -15.079 -14.534 7.176 0.23
S -20.175 -12.550 4.117 0.98
C -15.138 -9.080 3.296 0.22
H -17.308 -9.529 9.504 0.38
C -18.280 -10.365 0.532 -0.25
H -15.717 -10.003 3.298 -0.35
H -25.118 -7.702 9.065 0.30
C -18.282 -9.996 9.647 -0.26
H -15.392 -12.345 -0.690 0.19
O -13.751 -8.331 1.697 -0.42
C -18.154 -2.214 1.785 -1.10
H -19.081 -14.311 -0.955 0.00
O -20.824 -12.482 9.826 -0.30
O -22.537 -11.832 11.092 -0.69
O -18.498 -11.239 6.038 -0.70
C -18.142 -5.830 1.089 0.62
O -17.993 -4.687 1.832 -0.40
C -12.026 -14.824 3.043 -0.24
O -17.147 -10.774 -0.274 -0.15
O -19.752 -13.539 5.082 -0.61
C -15.815 -14.900 6.459 0.01
Cl -25.647 -15.315 4.302 -0.20
C -22.034 -12.073 9.994 0.56
H -15.697 -15.396 12.585 0.40
O -17.891 -14.598 7.300 0.17
H -17.889 -1.989 2.818 0.31
H -21.767 -11.675 7.152 -0.03
C -20.558 -7.441 6.859 -0.20
H -17.759 -3.530 0.180 0.29
H -16.492 -12.586 3.361 0.11
O -22.146 -6.452 1.186 -0.37
O -16.480 -16.149 6.761 -0.42
H -18.890 -11.222 0.818 -0.02
S -19.112 -10.704 4.852 0.38
H -25.665 -13.069 3.828 0.38
C -21.604 -9.663 2.209 0.18
H -14.005 -12.631 -2.504 0.35
H -18.572 -10.346 8.657 -0.14
H -18.027 -9.893 1.482 -0.14
O -18.619 -6.841 1.828 0.23
H -16.556 -13.982 13.236 0.32
H -22.700 -4.893 2.580 0.35
O -15.295 -7.019 0.570 -0.52
C -16.394 -13.061 2.385 0.59
H -14.304 -11.236 0.207 -0.44
C -14.242 -13.843 2.840 0.86
C -24.874 -13.817 3.855 -0.02
C -24.089 -13.735 2.587 0.47
```

Total charge: -1
Frontier orbital gap in eV: 9.993
Largest force on an atom in eV/Å: 12.56


# 2
Molecular formula: C37H70BN9O5PS
Method: DFT, ωB97M-V/def2-TZVPD

```
124
Properties=species:S:1:pos:R:3:mulliken_charge:R:1
H 0.348 -4.662 -1.850 0.48
H 8.056 2.942 -3.638 0.35
H 1.220 4.862 -5.039 0.37
O -1.110 -2.788 0.138 -0.60
C 2.880 0.315 -3.110 -0.57
H 8.872 4.237 -1.723 0.34
C 4.824 -2.165 3.571 -0.42
C 5.436 -2.108 4.965 -1.26
H -4.466 1.907 1.347 0.33
H -2.224 -3.088 3.714 0.29
C -0.125 -2.476 4.468 0.29
N -0.714 -3.022 5.768 -0.77
H 1.660 -3.319 -1.707 0.09
H -2.740 1.161 1.695 -0.28
N -8.545 -1.980 0.348 -0.53
C 1.926 4.053 -5.265 0.07
H 1.789 2.000 -5.979 0.30
H -1.425 -7.419 0.001 0.29
H -3.357 1.474 -0.144 0.11
N 2.924 -1.387 -0.006 -0.87
N 0.305 0.002 -2.000 1.25
H 1.013 -7.020 0.052 0.34
H 0.844 -3.131 4.231 0.11
C 0.692 -3.755 -1.164 -0.64
S 1.022 -4.480 0.531 0.04
C -1.220 -2.704 3.224 -0.37
C -1.503 -1.325 2.386 1.15
C -3.658 1.134 0.934 -0.17
H 0.209 -1.359 4.579 -0.09
H 6.307 -1.445 4.984 0.30
H -8.790 2.024 -1.706 0.33
C -0.398 2.870 5.292 -0.64
C -1.552 -2.885 -2.244 -0.81
H 7.227 4.507 -1.137 0.34
C -4.249 -0.405 0.842 -0.01
N -5.639 -0.519 0.959 -0.85
H 0.377 2.559 -5.075 0.24
C 1.360 2.376 -0.897 -0.84
B -1.729 -1.559 0.750 -0.30
C -8.297 -1.055 -0.307 0.24
H -0.392 4.798 6.262 0.37
H 5.564 -2.593 2.884 0.42
H -0.639 1.122 4.065 -0.46
N 4.872 2.821 -6.716 -0.52
H 3.616 0.011 -2.252 0.32
H -1.725 -6.311 1.551 0.23
C 1.380 -0.341 -2.980 0.56
H 0.589 -6.555 1.829 0.22
C 0.215 1.441 -1.610 0.72
H -1.568 -5.460 -0.207 -0.06
C 4.035 3.598 -6.508 0.28
H 5.737 2.312 -3.930 0.19
H -0.402 -2.354 6.535 0.27
H 3.966 -2.848 3.581 0.18
C 3.311 -0.204 3.829 0.33
H 2.853 1.504 -3.119 -0.30
C -0.411 -2.506 -1.160 1.55
H 7.483 2.223 -2.134 0.32
H 7.753 5.232 -2.669 0.29
C 4.958 3.271 -2.234 0.24
H 4.070 -0.905 2.003 -0.33
H -7.081 0.593 -0.763 -0.01
H -0.161 -3.906 5.975 0.28
C 0.399 -6.238 0.694 -0.43
C -7.989 0.113 -1.144 0.07
O -3.121 -0.778 -2.365 -0.53
C -1.035 4.221 5.591 -1.28
H -2.444 -3.418 -1.655 0.06
H 1.433 0.421 1.082 -0.07
H 3.375 -0.089 -4.118 0.35
H 2.412 1.831 -0.803 0.15
H -2.008 4.107 6.079 0.33
N 2.455 0.265 4.457 -0.50
C 7.380 3.097 -2.789 -0.61
H 2.486 4.858 -7.193 0.37
N -3.551 1.332 5.279 -0.59
C 7.828 4.343 -2.036 -1.15
C 1.140 2.862 -5.800 -1.17
H -2.416 -0.790 2.908 0.21
H 5.851 4.068 -3.973 0.27
C -1.208 2.027 4.307 0.62
O 1.115 -1.358 -3.848 -0.60
H -9.341 1.467 -0.127 0.30
C -1.235 -6.348 0.478 -0.46
N 4.178 3.338 -1.378 -0.46
H -7.771 -0.210 -2.169 0.32
H 4.714 -1.750 5.705 0.32
H 5.761 -3.106 5.273 0.38
H -10.218 0.295 -2.824 0.29
H 2.861 -1.637 -1.016 0.19
C 5.949 3.196 -3.316 -0.17
H -5.927 -1.522 0.926 0.26
H 1.465 3.388 -1.500 0.28
H 2.404 3.773 -4.319 -0.13
H -1.175 4.800 4.673 0.32
C 2.970 4.576 -6.251 -0.49
H -3.645 -2.486 1.581 0.39
O -0.948 2.083 -1.917 -0.64
H -1.344 2.577 3.369 0.34
C -10.400 0.616 -1.794 -1.13
C -2.219 -1.674 -3.103 -0.56
O -1.095 -0.506 -0.121 0.28
C -3.357 -1.770 0.679 -0.28
H -2.736 0.149 -2.435 0.32
H -11.160 1.404 -1.813 0.34
H -2.889 -2.187 -3.948 0.27
H 1.133 -1.812 1.624 -0.15
H 0.599 3.041 4.868 0.38
H -0.256 2.322 6.231 0.33
C 4.402 -0.795 3.042 0.17
H 0.635 3.115 -6.737 0.42
P 1.437 -0.908 0.527 0.89
H -10.814 -0.230 -1.236 0.33
H -0.793 -3.595 2.598 -0.38
H 3.417 5.488 -5.839 0.30
H 5.263 -0.117 3.030 0.40
H -1.201 -3.704 -3.039 0.47
C -2.515 1.635 4.850 0.28
H -3.742 -2.313 -0.295 0.18
H -0.566 -0.614 2.591 -1.17
C 0.102 -0.983 -0.892 -1.81
H -1.462 -0.988 -3.690 0.09
H 0.967 2.664 0.172 0.28
C -9.122 1.138 -1.150 -0.54
```

Total charge: -1
Frontier orbital gap in eV: 6.624
Largest force on an atom in eV/Å: 8.50


# 3
Molecular formula: C37H70N5O5P
Method: DFT, ωB97M-V/def2-TZVPD

```
118
Properties=species:S:1:pos:R:3:mulliken_charge:R:1
N 5.340 3.407 1.239 0.30
C 0.987 -3.505 0.290 -0.12
H 7.259 5.411 2.525 0.32
H 2.222 -0.289 -1.821 0.38
H -5.913 -3.922 3.385 0.50
H -9.331 -2.576 4.191 0.34
H 4.453 -1.064 -6.449 0.36
H -7.938 -3.432 4.866 0.37
N -6.788 -1.322 3.648 0.28
H 1.264 1.946 -4.136 0.35
C -7.587 -0.079 3.881 1.87
H 3.046 4.772 2.348 0.34
O 4.141 2.760 1.230 -0.54
C 1.867 -0.646 -2.793 -2.10
H 4.401 3.571 3.978 0.40
H 8.546 2.161 1.107 0.46
H 2.981 2.322 -3.895 0.33
C 7.789 2.953 1.093 -1.86
C 6.404 2.386 1.491 1.82
H 3.803 5.707 1.044 0.45
H -6.091 0.890 5.170 0.45
C 3.039 -2.499 0.370 0.65
C 0.206 -4.556 -0.639 -0.81
O 3.803 -2.233 -0.578 -0.45
H 0.776 -0.539 -2.808 0.56
H 6.653 5.550 0.864 0.34
H 7.444 3.600 3.900 0.31
C 6.444 1.924 2.961 -1.13
C 5.339 4.060 3.687 -1.23
C -3.019 -1.264 -0.880 0.07
H -1.650 -5.772 -0.776 0.41
H -2.131 0.626 -2.574 0.12
H -7.052 -4.437 2.139 0.42
N -2.028 -2.312 -0.611 0.20
H -7.574 -1.705 0.913 0.00
H 3.401 -1.400 2.379 0.34
O 1.899 -1.564 -5.358 -0.55
H 5.449 4.924 4.352 0.33
H -1.051 -1.992 -0.556 0.00
O 2.401 -3.802 0.466 -0.40
H 0.795 -5.551 -0.616 0.35
H 6.399 2.697 4.970 0.40
H 4.837 1.594 -5.000 0.30
C -2.337 -3.699 -0.421 0.73
C 4.249 0.011 -6.356 -1.24
C -3.850 -4.113 -0.492 -0.55
H -9.529 -0.618 4.807 0.32
C -4.958 -3.066 -0.761 -0.48
H -7.331 1.989 4.559 0.47
H 2.720 0.086 -8.664 0.42
N 1.970 -0.206 -5.287 0.31
H 4.440 0.376 -2.927 0.13
H -6.075 -3.295 -0.840 0.38
H -4.189 -5.202 -0.333 0.34
H -8.666 0.622 5.674 0.48
H 7.770 3.360 0.078 0.38
H -5.820 -3.258 1.744 0.15
H 2.967 2.421 -5.953 0.31
H 2.866 -0.286 0.955 0.15
C 3.934 5.348 2.069 -1.93
H 2.436 -1.439 -7.855 0.35
H -5.300 -0.769 -1.124 0.37
C -6.507 -3.574 2.534 -1.64
H 4.271 -1.140 -3.787 0.44
H 1.420 2.014 -6.710 0.37
H -8.115 -1.031 5.796 0.34
H 0.944 -2.485 -0.265 -0.09
C 2.491 1.786 -6.695 -1.67
C -8.271 -1.985 1.714 -0.90
H 2.000 1.786 -2.559 0.48
P -2.409 0.539 -1.151 0.45
C 2.735 0.272 -6.480 1.57
N -3.483 1.636 -0.664 -0.67
H 7.317 1.285 3.130 0.41
H -10.022 -1.100 2.632 0.34
H -4.287 1.108 -0.291 0.19
C -8.450 -3.159 3.939 -1.82
H -1.161 0.724 -0.428 0.13
H -9.110 1.142 2.915 0.34
C 6.482 3.083 3.950 -0.58
H 5.879 0.191 -4.961 0.41
H 4.782 0.495 -7.181 0.40
C 2.180 1.631 -3.627 -2.03
H 7.100 0.463 0.700 0.43
C 2.749 -1.326 1.446 -0.65
H 5.565 1.305 3.184 0.24
H -8.833 -4.086 3.498 0.43
C 2.228 -0.367 -7.799 -1.76
H 2.901 2.109 -7.659 0.44
C -8.410 0.345 2.643 -1.20
C 4.832 0.501 -5.036 -0.59
H 0.220 -4.223 -1.747 0.29
C -6.707 1.129 4.299 -1.85
C -8.527 -0.296 5.097 -1.78
H -9.629 -0.449 1.059 0.40
H 6.197 1.423 -0.473 0.48
H -1.320 -5.249 0.945 0.31
H 6.041 6.590 2.126 0.48
H 0.410 -3.428 1.278 0.33
H -8.873 -2.811 1.321 0.43
H 2.108 -1.713 -2.826 0.39
C -4.524 -1.584 -0.946 -0.23
H -7.742 0.774 1.885 0.33
H 8.162 3.720 1.765 0.34
C 6.248 1.139 0.583 -1.72
C -1.290 -4.868 -0.148 -0.60
C 4.054 -0.067 -3.852 -1.01
H 5.358 0.552 0.823 0.16
C 5.246 4.534 2.219 1.89
H 3.945 6.221 2.728 0.48
C -7.485 -2.449 2.958 1.78
O -5.703 -0.986 2.896 -0.53
C 2.527 0.152 -3.946 2.19
C -9.185 -0.798 1.996 -0.63
H 1.650 -1.354 1.810 0.26
C 6.365 5.566 1.919 -1.78
H 1.150 -0.221 -7.920 0.43
H -6.049 1.469 3.494 0.34
```

Total charge: +1
Frontier orbital gap (alpha / beta) in eV: 5.703 / 6.365
Largest force on an atom in eV/Å: 4.72
2S+1: 4
⟨S²⟩: 3.764